(1)
The following is a quantum chemistry calculation of a structure of composition C6H12B2FLuNO3 at a distorted geometry, from the Open Molecules 2025 dataset.

CARTESIAN COORDINATES (ANGSTROEM)
C  1.47985  -0.84854  1.66170
N  1.75808  -1.11089  0.19868
C  3.01183  -0.42600  -0.29754
B  0.55437  -0.86706  -0.69069
O  0.51691  -1.63550  -1.98462
B  -0.70148  0.16081  -0.40027
C  -0.59666  1.70820  0.15390
C  0.88536  2.39510  0.01489
O  1.23276  3.28148  0.98874
C  -2.24726  -0.39866  -0.72943
C  -3.18694  -0.49534  0.61139
O  -4.52914  -0.53635  0.39865
F  -2.62920  -0.51622  1.98424
H  2.50318  -1.06987  2.23545
H  1.20197  0.25729  1.92699
H  0.72235  -1.65570  2.04418
H  3.64919  -1.26680  -0.85530
H  3.69217  -0.06464  0.61315
H  2.82929  0.42012  -1.09366
H  -0.11343  -1.14905  -2.62533
H  -1.32839  2.35658  -0.53048
H  -0.97034  1.82152  1.27777
H  1.65238  2.23945  -0.85512
H  -2.78665  0.36150  -1.46512
H  -2.17106  -1.41689  -1.32612
Lu  -4.42914  -1.54452  -1.25606

Properties
HOMO (Eh): -0.666
Total energy (Eh): -1899.87801
Net charge: +3
HOMO-LUMO gap (eV): 2.427

=====

(2)
The following is a quantum chemistry calculation of a cluster of 11 separate species, C30H80F6O10P in total at a distorted geometry, from the Open Molecules 2025 dataset.

CARTESIAN COORDINATES (ANGSTROEM)
P  -0.53298  -0.00609  0.32121
F  -1.06366  1.47741  0.09465
F  -1.67946  -0.15867  1.48296
F  -1.72814  -0.47438  -0.64906
F  -0.30177  -1.57685  0.66204
F  0.64782  0.09080  -0.81619
F  0.48841  0.38621  1.53344
C  3.59357  0.84948  -2.94016
C  2.41551  -0.04728  -3.47976
C  1.17438  0.76671  -3.88104
O  2.85574  -0.81635  -4.54776
H  3.98914  1.45013  -3.75922
H  4.43884  0.26697  -2.57370
H  3.27743  1.44517  -2.08383
H  2.08945  -0.72602  -2.69166
H  0.66559  1.38617  -3.14247
H  0.39750  0.08724  -4.23158
H  1.42806  1.37008  -4.75265
H  3.42024  -1.42297  -4.06304
C  -4.01081  4.99463  -1.71799
C  -3.59297  3.57538  -1.25822
C  -3.93957  2.39705  -2.17039
O  -2.20375  3.58427  -1.13903
H  -3.66516  5.79377  -1.06224
H  -5.06686  5.18007  -1.91410
H  -3.50272  5.22489  -2.65444
H  -4.06164  3.50115  -0.27692
H  -3.21310  2.44123  -2.98181
H  -4.99078  2.38997  -2.45850
H  -3.73570  1.45389  -1.66347
H  -1.92695  2.71050  -0.85354
C  3.91135  1.97805  4.92268
C  2.76911  1.87553  3.89994
C  3.33778  1.94906  2.47466
O  2.22451  0.55253  3.82871
H  4.64739  1.20313  4.70855
H  3.45488  1.85403  5.90468
H  4.37348  2.96496  4.94653
H  1.93720  2.57665  3.96675
H  2.53800  1.93736  1.73417
H  4.07184  1.18138  2.22983
H  3.89568  2.86388  2.27478
H  2.85514  0.06622  3.29261
C  -5.66911  -1.56839  -3.16008
C  -4.16088  -1.71306  -2.82830
C  -3.27778  -0.75950  -3.65475
O  -4.05679  -1.41947  -1.48931
H  -6.03556  -0.56171  -2.95909
H  -6.23296  -2.28833  -2.56690
H  -5.78131  -1.78559  -4.22231
H  -3.87127  -2.73674  -3.06557
H  -2.33127  -0.56132  -3.15183
H  -3.70057  0.24430  -3.69645
H  -3.17485  -1.17529  -4.65706
H  -3.14420  -1.13478  -1.40137
C  -0.85596  -3.26199  -2.49904
C  -1.22984  -3.92701  -3.86040
C  -0.49976  -3.19579  -5.04143
O  -0.84720  -5.25074  -3.81233
H  -1.49909  -3.53273  -1.66167
H  -0.96948  -2.18426  -2.61610
H  0.15254  -3.49658  -2.15844
H  -2.28937  -3.80748  -4.08668
H  0.58443  -3.30522  -5.01583
H  -0.80868  -2.15076  -5.06585
H  -0.78511  -3.59350  -6.01534
H  -1.52255  -5.74619  -3.34323
C  1.68603  3.90293  0.00302
C  1.22443  5.18015  -0.76734
C  1.30618  4.90868  -2.28274
O  -0.10838  5.52281  -0.44234
H  2.70505  3.58942  -0.22371
H  1.02859  3.08112  -0.28072
H  1.66327  4.07945  1.07839
H  1.84695  6.04400  -0.53427
H  2.20101  4.42313  -2.67213
H  1.27421  5.88948  -2.75720
H  0.42958  4.31107  -2.53281
H  -0.69941  4.82707  -0.73936
C  -2.55127  3.48779  2.46782
C  -1.04356  3.41562  2.87116
C  -0.54878  4.77387  3.39309
O  -0.87593  2.48151  3.88147
H  -3.14287  3.71412  3.35488
H  -2.93464  2.60877  1.94969
H  -2.66528  4.34239  1.80092
H  -0.44066  3.21410  1.98573
H  0.51521  4.75586  3.62910
H  -1.09196  5.05585  4.29506
H  -0.78729  5.49550  2.61177
H  -1.25650  2.92892  4.64081
C  -2.30977  -4.86027  3.01901
C  -2.43864  -3.47734  2.35268
C  -3.58777  -3.41092  1.40314
O  -2.49294  -2.53784  3.40793
H  -1.60328  -4.88365  3.84872
H  -2.08519  -5.67759  2.33370
H  -3.26511  -5.16672  3.44505
H  -1.53128  -3.31767  1.77018
H  -4.54413  -3.73969  1.80984
H  -3.36725  -4.00953  0.51933
H  -3.65479  -2.36505  1.10353
H  -3.34773  -2.78662  3.76715
C  1.33466  -4.64802  1.66635
C  1.54601  -4.06601  3.04931
C  2.94776  -4.42478  3.49866
O  1.38449  -2.67591  3.02676
H  1.35858  -5.73765  1.68166
H  2.12159  -4.19880  1.06050
H  0.39125  -4.31350  1.23487
H  0.78047  -4.39581  3.75165
H  3.14298  -4.12739  4.52897
H  3.70302  -4.06504  2.79990
H  3.05923  -5.50584  3.58227
H  2.22483  -2.27041  2.80092
C  3.24367  -1.17442  0.18453
C  4.30761  -1.64716  1.22450
C  5.64882  -1.00135  0.90285
O  3.88389  -1.31764  2.56582
H  2.94557  -0.13527  0.32379
H  2.31146  -1.73149  0.27812
H  3.59160  -1.27164  -0.84386
H  4.35782  -2.72981  1.10850
H  5.47300  0.06740  0.78057
H  6.06335  -1.37629  -0.03293
H  6.37217  -1.21411  1.69000
H  4.62527  -1.52508  3.13934

Properties
HOMO (spin up / spin down) (Eh): -0.333 / -0.333
Multiplicity: 2
Expectation value of S²: 0.754
Total energy (Eh): -2883.95934
HOMO-LUMO gap (spin up / spin down) (eV): 8.537 / 2.877

=====

(3)
The following is a quantum chemistry calculation of an isolated molecule of C4H5NO3 at a distorted geometry, from the Open Molecules 2025 dataset.

CARTESIAN COORDINATES (ANGSTROEM)
C  -2.37568  0.38108  0.06346
C  -3.27546  -0.58823  0.19087
C  -0.88481  0.27301  0.05942
C  -0.20149  -0.83700  0.21801
N  1.19584  -0.77274  -0.03320
O  -3.97674  -1.50323  -0.05730
O  -0.29941  1.45665  -0.19697
O  -2.94423  1.69216  0.02070
H  -0.51375  -1.88329  0.44944
H  1.85415  -1.46490  0.36750
H  0.71093  1.28526  -0.12023
H  1.52965  -0.03328  -0.65190
H  -2.23215  2.46255  -0.02351

Properties
HOMO (Eh): -0.267
Total energy (Eh): -435.78649
Energy above the lowest of the compared OMol25 structures with the same formula, charge and spin (kJ/mol): 351.9
HOMO-LUMO gap (eV): 7.507